Run A
{
  "formula": "C3H3N3O3",
  "method": "the ωB97M-V functional and the def2-TZVPD basis",
  "smiles": "O=[N+]([O-])c1ccnn1O",
  "spin_multiplicity": 1,
  "homo_lumo_gap_ev": 8.50,
  "molar_mass_g_mol": 129.07,
  "species": ["O", "O", "O", "N", "N", "N", "C", "C", "C", "H", "H", "H"],
  "positions_angstrom": [[-2.17548, 1.37608, -0.33168], [-2.29007, -0.71944, 0.26706], [-0.30465, -2.19231, -0.16608], [1.62257, -0.87221, -0.06986], [0.31200, -0.98042, -0.01601], [-1.65301, 0.35109, 0.08250], [-0.28441, 0.25586, 0.17594], [1.89631, 0.40831, 0.02935], [0.73754, 1.23926, 0.09189], [2.83493, 0.76658, -0.08685], [0.56543, 2.23070, 0.13045], [-1.26115, -1.86351, -0.10671]]
}

Run B
{
  "formula": "C3H3N3O3",
  "method": "the ωB97M-V functional and the def2-TZVPD basis",
  "spin_multiplicity": 1,
  "homo_lumo_gap_ev": [6.71, 6.72],
  "molar_mass_g_mol": 129.07,
  "species": ["O", "O", "O", "N", "N", "N", "C", "C", "C", "H", "H", "H"],
  "positions_angstrom": [[1.87275, 1.20575, 1.73914], [0.97273, -0.22672, 3.13834], [2.03533, -0.72922, -1.63859], [-1.37211, -0.04995, -0.85030], [1.02146, 0.33698, 2.03233], [-0.32263, -0.80934, -1.48956], [0.12089, 0.12083, 1.07922], [0.92461, -0.58519, -1.53589], [-1.05954, 0.29702, 0.51818], [-1.88512, 0.93270, 0.85410], [-1.52228, 0.82399, -1.50718], [-0.78609, -1.31685, -2.33980]]
}

Which of them is the most stable, and which is the least stable? run A and run B, in that order.

Run A
{
  "formula": "CH8N2S",
  "method": "the ωB97M-V functional and the def2-TZVPD basis",
  "smiles": "NCN.S",
  "spin_multiplicity": 1,
  "homo_lumo_gap_ev": 9.73,
  "molar_mass_g_mol": 80.16,
  "species": ["S", "N", "N", "C", "H", "H", "H", "H", "H", "H", "H", "H"],
  "positions_angstrom": [[-2.64085, -2.56303, -0.28036], [-0.23083, 0.38684, 0.94986], [1.57622, 1.85313, 0.01874], [0.80808, 0.50916, -0.05311], [2.55329, 1.62279, -0.27484], [-1.60029, -2.31733, -1.09084], [-2.07922, -3.68094, 0.13429], [-0.11901, 1.19772, 1.61612], [0.40752, 0.62331, -1.04158], [-1.20375, 0.30554, 0.66303], [1.20823, 2.48778, -0.64760], [1.32061, -0.42499, 0.00629]]
}

Run B
{
  "formula": "CH8N2S",
  "method": "the ωB97M-V functional and the def2-TZVPD basis",
  "smiles": "NCN.S",
  "spin_multiplicity": 1,
  "homo_lumo_gap_ev": 9.22,
  "molar_mass_g_mol": 80.16,
  "species": ["S", "N", "N", "C", "H", "H", "H", "H", "H", "H", "H", "H"],
  "positions_angstrom": [[1.84468, -0.25644, -0.18477], [-1.55268, -1.02810, -0.26615], [-1.13642, 1.16715, 0.97185], [-1.39490, 0.43354, -0.29056], [-0.69844, -1.56465, -0.26433], [-0.79229, 0.44729, 1.60701], [-2.18572, -1.41779, 0.41699], [-0.56798, 0.54571, -0.98641], [-2.28291, 0.70061, -0.85723], [2.63815, 0.59587, 0.53813], [1.81600, -0.69179, -1.46214], [-0.26660, 1.66110, 0.78115]]
}

Which of them is the most stable, and which is the least stable? run A and run B, in that order.

Run A
{
  "formula": "C25H27IrN8O6S",
  "method": "the ωB97M-V functional and the def2-TZVPD basis",
  "total_charge": 2,
  "spin_multiplicity": 5,
  "homo_lumo_gap_ev": [7.71, 4.56],
  "s2": 6.065,
  "molar_mass_g_mol": 759.82,
  "species": ["Ir", "S", "O", "O", "O", "O", "O", "O", "N", "N", "N", "N", "N", "N", "N", "N", "C", "C", "C", "C", "C", "C", "C", "C", "C", "C", "C", "C", "C", "C", "C", "C", "C", "C", "C", "C", "C", "C", "C", "C", "C", "H", "H", "H", "H", "H", "H", "H", "H", "H", "H", "H", "H", "H", "H", "H", "H", "H", "H", "H", "H", "H", "H", "H", "H", "H", "H", "H"],
  "positions_angstrom": [[-0.46336, -0.34661, 1.03456], [1.58251, -2.10966, -0.07950], [0.37014, -1.19947, 2.67385], [-3.33862, 5.93921, 0.36365], [0.70013, 1.30726, 1.26631], [2.08933, 2.51476, 2.50236], [-4.22694, 1.97416, -4.23288], [-0.41792, -0.54557, 3.41146], [-1.59252, -1.92812, 0.65345], [4.25948, 1.40571, 1.89499], [-1.08887, 0.32329, -0.83413], [-0.92751, -5.94581, -0.81675], [-3.80165, -3.09859, -2.93518], [2.20038, -4.73653, 0.26152], [0.84415, -4.04849, 1.76320], [-2.04369, 1.33006, 1.48056], [-2.68177, 3.23531, 2.75068], [-2.72006, 1.54622, -2.06505], [-2.29811, 2.01702, 0.36196], [3.30387, 1.08362, -0.31019], [1.08295, -5.38861, 2.03803], [-2.23518, 1.93256, 2.65490], [-3.38080, 5.39083, 1.66023], [1.85886, 1.59849, 1.73201], [-3.10995, -3.42956, -2.07477], [3.05789, -4.77250, -0.91574], [-1.42250, -0.13254, -3.14812], [-2.73704, 3.32680, 0.37072], [4.81174, 1.32353, -0.41423], [5.13680, 2.07126, 0.86755], [-2.22556, -3.74242, -1.01873], [-2.44340, 0.81492, -3.20971], [-0.77860, -0.35384, -1.95469], [-3.22961, 1.01381, -4.47164], [-2.92820, 3.96050, 1.59220], [1.92763, -5.81597, 1.09042], [3.06040, 0.82336, 1.18456], [-2.02681, 1.28898, -0.89522], [-1.54098, -4.97762, -0.92716], [1.53632, -3.64715, 0.67817], [-1.89918, -2.74481, -0.11019], [-4.78117, 2.06873, -5.01381], [2.35558, -6.78845, 0.93064], [4.76925, 0.71234, 2.43543], [6.17601, 2.01681, 1.17954], [2.97784, 0.23853, -0.91083], [0.30581, -3.41989, 2.33433], [0.00816, -1.09246, -1.86565], [-3.50324, 2.28951, -2.08055], [5.08686, 1.89938, -1.29464], [4.83453, 3.11562, 0.81505], [-3.58732, 6.86777, 0.39951], [-4.39691, 5.41008, 2.07269], [-2.02649, 1.35040, 3.54100], [5.35029, 0.37462, -0.44691], [-2.54104, 1.32755, -5.26570], [2.96826, -0.23887, 1.40831], [-2.73341, 5.93220, 2.35783], [-2.82177, 3.67751, 3.72835], [2.75048, 1.96736, -0.63190], [3.29539, -5.80915, -1.13388], [-3.65016, 0.04484, -4.76600], [2.53328, -4.33211, -1.76071], [-2.90612, 3.86900, -0.54787], [3.81456, 2.09880, 2.53426], [0.62559, -5.91126, 2.85692], [-1.14229, -0.71108, -4.01869], [3.97426, -4.21555, -0.73021]]
}

Run B
{
  "formula": "C25H27IrN8O6S",
  "method": "the ωB97M-V functional and the def2-TZVPD basis",
  "total_charge": 2,
  "spin_multiplicity": 5,
  "homo_lumo_gap_ev": [7.25, 4.97],
  "s2": 6.059,
  "molar_mass_g_mol": 759.82,
  "species": ["Ir", "S", "O", "O", "O", "O", "O", "O", "N", "N", "N", "N", "N", "N", "N", "N", "C", "C", "C", "C", "C", "C", "C", "C", "C", "C", "C", "C", "C", "C", "C", "C", "C", "C", "C", "C", "C", "C", "C", "C", "C", "H", "H", "H", "H", "H", "H", "H", "H", "H", "H", "H", "H", "H", "H", "H", "H", "H", "H", "H", "H", "H", "H", "H", "H", "H", "H", "H"],
  "positions_angstrom": [[0.38039, 0.87976, 0.23657], [-2.22214, 1.47835, -0.63680], [-0.10430, 2.69415, 1.27412], [-0.03575, -0.12702, 1.94995], [1.84426, -5.43653, -2.23875], [-0.48607, -0.08309, 4.12073], [5.26272, -3.81548, 2.10999], [1.09202, 2.67206, 1.65266], [-1.67535, 4.16189, -0.89019], [-2.94998, 0.44316, 4.03694], [0.92374, 5.43430, -3.75224], [2.93525, 1.68747, -5.31065], [-2.64156, 3.31499, -2.61353], [2.44998, -0.01335, 0.77337], [0.47269, -0.95689, -0.76431], [0.95275, 1.79249, -1.37380], [-3.01672, -0.85422, 1.99712], [1.28317, 2.32762, -2.34241], [-0.45269, -1.32366, -1.66446], [0.62694, -3.42256, -2.02416], [1.27877, 4.34116, -3.66385], [-2.46972, 4.66746, -2.86023], [-4.35449, -0.95155, 2.73153], [4.34801, -0.25959, 2.18020], [2.37076, 2.28981, -4.50557], [-1.86215, 5.19974, -1.78274], [1.48693, -1.79608, -0.48035], [0.71122, -4.75350, -2.71289], [1.58299, -3.03037, -1.10149], [-0.81839, 0.04882, 2.95536], [3.46737, -2.15035, 1.02736], [3.35172, 0.50387, 1.60733], [5.46557, -2.48443, 2.52145], [2.50918, -1.31505, 0.47984], [-2.16069, 3.00952, -1.39448], [-2.30073, 0.32257, 2.67773], [-0.41083, -2.53911, -2.30550], [-3.31249, 2.37360, -3.50092], [-3.96918, -0.65964, 4.17110], [4.40855, -1.61872, 1.89854], [1.65809, 2.98960, -3.51104], [-1.53872, 6.20494, -1.58272], [-1.18275, -2.78818, -3.02177], [-3.13407, -0.67800, 0.93078], [-2.69441, 1.48836, -3.62962], [-2.79014, 5.12525, -3.77894], [-2.14959, 0.32805, 4.69331], [-1.28365, 4.23496, 0.03467], [-3.37442, 1.35685, 4.17234], [-4.77827, -0.33162, 4.81751], [5.40378, -2.38055, 3.61044], [3.26980, 1.55996, 1.82145], [-2.43950, -1.77096, 2.13043], [-3.46159, -1.50585, 4.63074], [-2.43936, 1.25325, 2.13006], [-1.23981, -0.60658, -1.85283], [-3.46597, 2.85752, -4.46078], [-4.82348, -1.92776, 2.63236], [5.05999, 0.20681, 2.84854], [3.49242, -3.20647, 0.80939], [-4.27230, 2.08103, -3.08042], [5.94659, -4.37673, 2.48800], [0.75980, -4.58016, -3.79432], [-0.21396, -5.30591, -2.50972], [-5.05563, -0.20007, 2.36300], [2.41025, -3.68944, -0.89086], [6.44662, -2.10844, 2.20877], [1.92848, -6.28149, -2.69137]]
}

Which of them is the most stable, and which is the least stable? run B and run A, in that order.

Run A
{
  "formula": "CH2N2O2",
  "method": "the ωB97M-V functional and the def2-TZVPD basis",
  "spin_multiplicity": 1,
  "homo_lumo_gap_ev": [10.06, 7.72],
  "molar_mass_g_mol": 74.04,
  "species": ["O", "O", "N", "N", "C", "H", "H"],
  "positions_angstrom": [[-0.08087, 0.89695, 0.07129], [0.44124, -0.49323, 2.23897], [0.28524, 1.40796, -1.01704], [0.18885, -0.94596, 1.18744], [-0.29483, -0.58217, 0.11510], [0.06671, 0.80941, -1.77034], [-0.60635, -1.09296, -0.82542]]
}

Run B
{
  "formula": "CH2N2O2",
  "method": "the ωB97M-V functional and the def2-TZVPD basis",
  "smiles": "O=NO.C#N",
  "spin_multiplicity": 1,
  "homo_lumo_gap_ev": 10.59,
  "molar_mass_g_mol": 74.04,
  "species": ["O", "O", "N", "N", "C", "H", "H"],
  "positions_angstrom": [[0.71638, 0.61751, -1.39222], [2.39009, -0.62165, -1.43830], [1.43227, -0.35640, -0.77201], [-1.18416, 0.44138, 0.55931], [-1.47809, -0.18085, 1.48196], [-1.76532, -0.63556, 2.29306], [-0.11117, 0.73557, -0.73180]]
}

Which of them is the most stable, and which is the least stable? run B and run A, in that order.

Run A
{
  "formula": "CH2N2O2",
  "method": "the ωB97M-V functional and the def2-TZVPD basis",
  "spin_multiplicity": 1,
  "homo_lumo_gap_ev": [7.18, 7.18],
  "molar_mass_g_mol": 74.04,
  "species": ["O", "O", "N", "N", "C", "H", "H"],
  "positions_angstrom": [[0.62672, 1.85795, 1.71430], [-0.25268, -0.90088, -0.46570], [-1.26712, -1.24182, -1.10307], [-0.36941, 0.29150, 0.61885], [0.65538, 1.07265, 0.79318], [-1.00633, -2.17982, -1.63395], [1.61345, 1.10042, 0.07639]]
}

Run B
{
  "formula": "CH2N2O2",
  "method": "the ωB97M-V functional and the def2-TZVPD basis",
  "smiles": "NC12ON1O2",
  "spin_multiplicity": 1,
  "homo_lumo_gap_ev": 10.71,
  "molar_mass_g_mol": 74.04,
  "species": ["O", "O", "N", "N", "C", "H", "H"],
  "positions_angstrom": [[0.69131, -1.43727, 0.12513], [-1.20231, -0.73807, 0.75360], [0.03525, 0.76149, -0.73843], [0.16774, -0.76204, 1.34031], [-0.10150, -0.32004, 0.05408], [0.98201, 0.96189, -1.02403], [-0.57250, 1.53405, -0.51066]]
}

Run C
{
  "formula": "CH2N2O2",
  "method": "the ωB97M-V functional and the def2-TZVPD basis",
  "smiles": "[H]/N=C/ON=O",
  "spin_multiplicity": 1,
  "homo_lumo_gap_ev": 9.40,
  "molar_mass_g_mol": 74.04,
  "species": ["O", "O", "N", "N", "C", "H", "H"],
  "positions_angstrom": [[1.81234, 0.84191, 0.14043], [0.54469, -1.01712, 0.02270], [-0.72654, 0.80433, -0.10832], [1.79439, -0.24061, -0.25741], [-0.63418, -0.43427, 0.07389], [-1.55332, 1.38704, -0.06176], [-1.23737, -1.34127, 0.19047]]
}

Which of them is the most stable, and which is the least stable? run C and run A, in that order.

Run A
{
  "formula": "C2H2NO3",
  "method": "the ωB97M-V functional and the def2-TZVPD basis",
  "smiles": "C=[N+]([O-])C(=O)[O-]",
  "total_charge": -1,
  "spin_multiplicity": 1,
  "homo_lumo_gap_ev": 8.68,
  "molar_mass_g_mol": 88.04,
  "species": ["O", "O", "O", "N", "C", "C", "H", "H"],
  "positions_angstrom": [[1.48269, 1.93226, -0.04498], [2.02024, -1.57248, 0.01620], [3.55311, 0.14854, 0.16747], [1.27828, 0.66950, -0.13278], [0.10975, 0.11321, -0.36029], [2.46869, -0.31445, -0.05314], [0.09164, -1.09379, -0.42924], [-0.70293, 0.80092, -0.62630]]
}

Run B
{
  "formula": "C2H2NO3",
  "method": "the ωB97M-V functional and the def2-TZVPD basis",
  "total_charge": -1,
  "spin_multiplicity": 1,
  "homo_lumo_gap_ev": 10.30,
  "molar_mass_g_mol": 88.04,
  "species": ["O", "O", "O", "N", "C", "C", "H", "H"],
  "positions_angstrom": [[1.58328, -1.16369, 0.37244], [-1.17578, -0.04234, -0.36411], [1.39783, 0.92241, -0.41292], [4.54965, 0.09597, 0.20217], [1.96270, -0.11142, -0.03188], [3.44300, -0.08048, -0.12689], [-0.29530, 0.47139, -0.33046], [-0.87448, -0.84821, -0.07817]]
}

Which of them is the most stable, and which is the least stable? run B and run A, in that order.